The following is a quantum chemistry calculation of a structure of composition CH4O4P2, from the OMol25 dataset.

Structure (XYZ):
```
11
Properties=species:S:1:pos:R:3:nbo_charge:R:1
C -1.9543 -0.1093 -0.5326 -0.987
O 1.2109 1.6099 -0.0156 -1.240
O 1.6436 -0.1825 1.7342 -1.026
O 3.1718 0.0663 -0.3927 -1.229
O 0.9440 -0.8832 -0.5586 -1.108
P -0.8454 -1.4540 0.1860 0.058
P 1.7847 0.2393 0.1234 2.508
H -1.4419 0.9979 -0.7237 0.248
H -2.7413 0.0314 0.1906 0.182
H -2.5083 -0.2667 -1.6197 0.128
H 0.7363 -0.0491 1.6089 0.465
```

For the energy above the lowest of the compared OMol25 structures with the same formula, charge and spin, the calculation gives 1.291 eV. Its total energy is -1024.2090 hartree. The multiplicity is 1. As for the total charge: -2.

The following is a quantum chemistry calculation of a cluster of 2 separate species, CH4OP2 in total, from the OMol25 dataset.

Structure (XYZ):
```
8
Properties=species:S:1:pos:R:3:nbo_charge:R:1
C 0.8104 -0.4325 0.4888 -0.887
O -0.3323 2.3277 0.6414 -0.741
P 1.6860 2.6046 -1.0295 0.188
P 0.0677 1.1951 -0.5844 0.777
H 0.9423 -1.2422 -0.2228 0.224
H 0.2081 -0.6385 1.3622 0.240
H 1.7628 -0.0800 0.9972 0.224
H 2.4027 0.7304 -0.4428 -0.025
```

For the energy above the lowest of the compared OMol25 structures with the same formula, charge and spin, the calculation gives 4.874 eV. Its total energy is -798.2370 hartree. The multiplicity is 1.

The following is a quantum chemistry calculation of a cluster of 2 separate species, CH4OS in total, from the OMol25 dataset.

Structure (XYZ):
```
7
Properties=species:S:1:pos:R:3:nbo_charge:R:1
C -0.1874 -0.8406 -1.9863 -0.473
O 0.2205 0.8944 2.3703 -0.940
S -0.1263 -1.9598 -0.8400 0.102
H 0.2140 1.0427 3.3159 0.471
H 0.1270 -1.0414 -3.0029 0.186
H -0.5466 0.1624 -1.7832 0.185
H 0.2987 1.7424 1.9263 0.469
```

For the energy above the lowest of the compared OMol25 structures with the same formula, charge and spin, the calculation gives 0.447 eV. Its SMILES is C=S.O. Its total energy is -513.8783 hartree. The multiplicity is 1.

The following is a quantum chemistry calculation of a structure of composition CH4OSn, from the OMol25 dataset.

Structure (XYZ):
```
7
Properties=species:S:1:pos:R:3:nbo_charge:R:1
Sn -0.2851 -3.3603 4.4760 1.745
C 0.1664 0.8905 -0.6712 -0.263
O -0.0689 -0.4975 -0.5865 -0.602
H 0.2931 1.2449 -1.6941 0.217
H -0.5746 1.4607 -0.1109 0.213
H 1.0636 1.0113 -0.0641 0.201
H -0.5945 -0.7496 -1.3492 0.489
```

For the energy above the lowest of the compared OMol25 structures with the same formula, charge and spin, the calculation gives 2.630 eV. Its total energy is -329.1553 hartree. The multiplicity is 1. As for the total charge: +2.

The following is a quantum chemistry calculation of the molecule CH4S, from the OMol25 dataset.

Structure (XYZ):
```
6
Properties=species:S:1:pos:R:3:nbo_charge:R:1
C 0.4458 -0.2579 -0.0504 -0.766
H 0.7524 0.7379 0.0460 0.223
H 0.6452 -0.6388 0.9814 0.232
H 0.9989 -0.5373 -0.9243 0.229
H -1.5070 1.0106 -0.0023 0.118
S -1.3353 -0.3145 -0.0504 -0.036
```

For the energy above the lowest of the compared OMol25 structures with the same formula, charge and spin, the calculation gives 0.454 eV. Its SMILES is CS. Its total energy is -438.6559 hartree. The multiplicity is 1.

The following is a quantum chemistry calculation of a cluster of 2 separate species, CH4S2 in total, from the OMol25 dataset.

Structure (XYZ):
```
7
Properties=species:S:1:pos:R:3:nbo_charge:R:1
C -0.6786 0.4754 0.3872 -0.806
S 3.0495 -0.1419 0.2607 -0.224
S 0.4988 1.6243 -0.2849 0.179
H -1.6868 0.8381 0.3258 0.247
H -0.3828 0.3247 1.3896 0.236
H -0.7573 -0.4677 -0.3609 0.237
H 3.3148 0.5345 -0.8969 0.131
```

For the energy above the lowest of the compared OMol25 structures with the same formula, charge and spin, the calculation gives 3.287 eV. Its total energy is -836.7454 hartree. The multiplicity is 1.

Number 1: F_max 4.01 eV Å⁻¹. Number 2: F_max 4.15 eV Å⁻¹. Number 3: F_max 0.52 eV Å⁻¹. Number 4: F_max 1.26 eV Å⁻¹. Number 5: F_max 2.15 eV Å⁻¹. Number 6: F_max 3.79 eV Å⁻¹.